[1]
Molecular formula: CH4N2O
Method: DFT, ωB97M-V/def2-TZVPD

Atoms and positions in Å:
1 C 0.23972 -0.03809 -0.26763
2 N -0.85091 0.83002 -0.31215
3 N -0.81576 -0.37440 0.58139
4 O 1.53986 0.12434 0.10571
5 H 0.24212 -0.91382 -1.63030
6 H -0.64020 1.64828 0.22590
7 H -1.57963 -0.98351 0.36759
8 H 1.86481 -0.29281 0.92949

Values from the calculation:
* energy relative to the best compared isomer or geometry (same formula, charge and spin): 123.4 kcal per mole
* E_HOMO: -0.360 hartree
* total charge: 0
* orbital gap: 0.3946 hartree

Charges computed using natural (NBO), reported in e: 0.48 -0.47 -0.53 -0.72 0.01 0.34 0.38 0.51


[2]
Molecular formula: CH4N2O
Method: DFT, ωB97M-V/def2-TZVPD

Atoms and positions in Å:
1 C 1.33281 -0.10268 -0.14659
2 N -1.66961 -0.40555 -0.29004
3 N -0.75774 0.17314 0.20618
4 O -2.87103 -0.48949 -0.22026
5 H 1.59770 -0.38774 0.96975
6 H 1.71087 -0.90205 -0.83742
7 H 1.28159 1.00327 -0.30425
8 H -0.62459 1.11109 0.62264

Values from the calculation:
* energy relative to the best compared isomer or geometry (same formula, charge and spin): 174.4 kcal per mole
* E_HOMO (spin up / spin down): -0.278 / -0.297 hartree
* total charge: 0
* orbital gap (spin up / spin down): 0.2541 / 0.2927 hartree

Charges computed using natural (NBO), reported in e: -0.44 0.25 -0.35 -0.42 0.20 0.22 0.20 0.34


[3]
Molecular formula: CH4N2O2
Method: DFT, ωB97M-V/def2-TZVPD

Atoms and positions in Å:
1 C -0.33728 -0.28040 0.80038
2 N 1.41572 0.00551 -1.94997
3 N 0.52832 -0.23795 -1.19058
4 O -1.33239 0.62413 1.42635
5 O 0.63078 0.34929 0.06699
6 H -2.10397 0.65209 0.85259
7 H 0.04468 -0.88641 1.59912
8 H -0.95159 -0.89421 0.17601
9 H 2.10573 0.66795 -1.78089

Values from the calculation:
* SMILES string: [H]/N=N\OCO
* energy relative to the best compared isomer or geometry (same formula, charge and spin): 66.2 kcal per mole
* E_HOMO: -0.383 hartree
* total charge: 0
* orbital gap: 0.4171 hartree

Charges computed using natural (NBO), reported in e: 0.20 -0.34 0.14 -0.73 -0.40 0.47 0.16 0.17 0.33


[4]
Molecular formula: CH4N2O2
Method: DFT, ωB97M-V/def2-TZVPD

Atoms and positions in Å:
1 C -0.80360 0.10034 -0.18869
2 N 1.60524 0.12304 0.17516
3 O -0.87723 -1.19710 0.13370
4 O -1.71946 0.92139 -0.35609
5 N 0.38528 0.70188 -0.19851
6 H -1.80361 -1.46874 0.07755
7 H -0.14335 1.70886 -0.36887
8 H 1.55817 -0.20879 1.14152
9 H 1.79856 -0.68088 -0.41577

Values from the calculation:
* SMILES string: NNC(=O)O
* energy relative to the best compared isomer or geometry (same formula, charge and spin): 23.4 kcal per mole
* E_HOMO: -0.360 hartree
* total charge: 0
* orbital gap: 0.3808 hartree

Charges computed using natural (NBO), reported in e: 0.84 -0.63 -0.68 -0.69 -0.51 0.51 0.45 0.35 0.36


[5]
Molecular formula: CH4N2O2
Method: DFT, ωB97M-V/def2-TZVPD

Atoms and positions in Å:
1 C -0.07919 0.21878 0.15793
2 N 0.99673 -0.91027 3.00310
3 N -0.15004 -1.23977 0.06107
4 O 0.32745 -1.81620 2.79890
5 O -0.53101 -1.91759 1.05727
6 H -0.70703 0.58211 -0.82575
7 H 0.93810 0.63897 0.22027
8 H -0.56218 0.33973 1.17856
9 H 0.67812 -1.67644 -0.51452

Values from the calculation:
* energy relative to the best compared isomer or geometry (same formula, charge and spin): 134.9 kcal per mole
* E_HOMO (spin up / spin down): -0.308 / -0.294 hartree
* total charge: 0
* orbital gap (spin up / spin down): 0.3331 / 0.2939 hartree

Charges computed using natural (NBO), reported in e: -0.47 0.13 -0.16 -0.12 -0.35 0.21 0.21 0.23 0.32


[6]
Molecular formula: CH4N2O2
Method: DFT, ωB97M-V/def2-TZVPD

Atoms and positions in Å:
1 C 0.95904 -0.12108 0.24346
2 N -1.95697 -0.08048 -0.13700
3 N -1.50512 1.05481 0.06203
4 O -3.07440 -0.51410 0.04210
5 O 0.40117 0.86573 -0.09648
6 H 1.23262 -0.83294 -0.54912
7 H -1.20817 -0.75720 -0.45941
8 H 1.09324 -0.34440 1.31767
9 H -1.95062 1.86177 0.36499

Values from the calculation:
* SMILES string: [H]/N=[NH+]\[O-].C=O
* energy relative to the best compared isomer or geometry (same formula, charge and spin): 126.3 kcal per mole
* E_HOMO: -0.337 hartree
* total charge: 0
* orbital gap: 0.3614 hartree

Charges computed using natural (NBO), reported in e: 0.13 0.22 -0.38 -0.44 -0.46 0.11 0.33 0.12 0.37


[7]
Molecular formula: CH4N2O2
Method: DFT, ωB97M-V/def2-TZVPD

Atoms and positions in Å:
1 C 0.93878 0.85014 -0.19892
2 N -0.86390 -0.64072 0.48287
3 N 2.05340 -0.01272 0.08819
4 O 2.93238 0.24417 0.88189
5 O 1.98305 -1.04828 -0.56624
6 H 0.38240 0.55202 -1.10356
7 H 0.62210 1.65600 0.43524
8 H -1.40479 -0.02990 1.06973
9 H -0.50608 -1.42355 0.99646

Values from the calculation:
* energy relative to the best compared isomer or geometry (same formula, charge and spin): 72.9 kcal per mole
* multiplicity: 3
* E_HOMO (spin up / spin down): -0.342 / -0.398 hartree
* total charge: 0
* orbital gap (spin up / spin down): 0.3677 / 0.3088 hartree

Charges computed using natural (NBO), reported in e: -0.11 -0.58 0.44 -0.39 -0.40 0.23 0.19 0.30 0.31


[8]
Molecular formula: CH4N2O2S
Method: DFT, ωB97M-V/def2-TZVPD

Atoms and positions in Å:
1 C -1.15659 -0.92328 -0.36932
2 N 1.14318 1.04861 -0.80594
3 N 0.07409 -1.29710 0.02951
4 O -1.34126 -0.22551 -1.31547
5 O 2.53991 -0.44676 0.58008
6 S 1.76491 -0.46249 -0.61075
7 H -2.09001 -1.05337 0.26338
8 H 0.89207 1.49012 -1.69630
9 H 0.93856 1.63922 -0.05066
10 H 0.05331 -2.11024 0.57728

Values from the calculation:
* energy relative to the best compared isomer or geometry (same formula, charge and spin): 28.8 kcal per mole
* E_HOMO: -0.349 hartree
* total charge: 0
* orbital gap: 0.3711 hartree

Charges computed using natural (NBO), reported in e: 0.50 -1.06 -0.87 -0.63 -0.90 1.63 0.12 0.43 0.40 0.39


[9]
Molecular formula: CH4N2O3
Method: DFT, ωB97M-V/def2-TZVPD

Atoms and positions in Å:
1 C -5.39292 2.80899 0.46874
2 N 5.49259 -2.66202 -0.79346
3 N 5.35257 -2.85692 0.62477
4 O 6.10628 -1.69297 -1.33308
5 O 4.69633 -3.94593 0.89117
6 O -6.12315 2.36732 1.43399
7 H -4.97229 2.06281 -0.21446
8 H -4.20837 3.56169 0.74068
9 H -5.90484 3.60344 -0.26235
10 H 4.95381 -3.24642 -1.55601

Values from the calculation:
* energy relative to the best compared isomer or geometry (same formula, charge and spin): 6.5 kcal per mole
* E_HOMO (spin up / spin down): -0.029 / -0.029 hartree
* total charge: -2
* orbital gap (spin up / spin down): 0.2675 / 0.2677 hartree

Charges computed using natural (NBO), reported in e: -0.07 -0.04 0.02 -0.63 -0.63 -0.91 0.08 -0.12 0.03 0.28


[10]
Molecular formula: CH4N2O3
Method: DFT, ωB97M-V/def2-TZVPD

Atoms and positions in Å:
1 C 0.46003 0.86275 1.07391
2 N -0.32292 -0.47627 -1.57340
3 O 0.06583 0.67901 -1.34956
4 O -1.72451 -0.54563 -1.34874
5 N 0.51930 -0.95990 0.64991
6 O 1.56857 -1.47067 0.47348
7 H -1.93738 -1.42846 -1.68818
8 H -0.61120 1.00757 1.16903
9 H 1.07533 1.57437 0.53491
10 H 0.90695 0.75724 2.05865

Values from the calculation:
* energy relative to the best compared isomer or geometry (same formula, charge and spin): 108.9 kcal per mole
* E_HOMO (spin up / spin down): -0.319 / -0.319 hartree
* total charge: 0
* orbital gap (spin up / spin down): 0.2975 / 0.2974 hartree

Charges computed using natural (NBO), reported in e: -0.54 0.34 -0.29 -0.55 0.19 -0.24 0.48 0.21 0.21 0.19


[11]
Molecular formula: CH4N2O3
Method: DFT, ωB97M-V/def2-TZVPD

Atoms and positions in Å:
1 C 0.77268 0.60100 -0.25333
2 N -1.38780 -0.62486 0.56673
3 N 0.80086 -0.54704 -1.11428
4 O -1.84067 -0.29674 1.58580
5 O 0.99956 0.20279 0.94984
6 O 0.25353 1.63651 -0.49490
7 H -1.45035 0.13223 -0.34337
8 H 0.61075 -1.42384 -0.67323
9 H 0.23214 -0.48512 -1.90415
10 H 1.00929 0.80507 1.68088

Values from the calculation:
* SMILES string: NC(=O)O.N=O
* energy relative to the best compared isomer or geometry (same formula, charge and spin): 21.9 kcal per mole
* E_HOMO: -0.334 hartree
* total charge: 0
* orbital gap: 0.3336 hartree

Charges computed using natural (NBO), reported in e: 0.89 -0.01 -0.86 -0.24 -0.69 -0.62 0.23 0.40 0.38 0.51


[12]
Molecular formula: CH4N2O3
Method: DFT, ωB97M-V/def2-TZVPD

Atoms and positions in Å:
1 C -0.12559 0.40232 0.06104
2 N 1.36102 -1.01729 1.20907
3 N -0.33382 0.15315 -1.31573
4 O 1.50009 -2.11058 1.60970
5 O -1.07836 1.18090 0.65889
6 O 0.03795 -0.86287 0.73119
7 H 1.04062 0.76246 0.31564
8 H -0.87430 0.87996 -1.80349
9 H 0.47344 -0.28342 -1.76918
10 H -2.00105 0.89536 0.30288

Values from the calculation:
* SMILES string: N[C@@H](O)ON=O
* energy relative to the best compared isomer or geometry (same formula, charge and spin): 29.6 kcal per mole
* E_HOMO: -0.363 hartree
* total charge: 0
* orbital gap: 0.3735 hartree

Charges computed using natural (NBO), reported in e: 0.49 0.36 -0.89 -0.26 -0.69 -0.41 0.12 0.39 0.39 0.48


We obtain electronic energy values of -6125.1584 -6122.9433 -8173.8163 -8175.6699 -8170.8335 -8171.2073 -8169.6566 -19010.6772 -10218.2446 -10217.7044 -10221.4766 -10221.1410 eV for the records listed above, in that order.